C4H9N3O | wB97M-V/def2-TZVPD

Geometry as ORCA input:
```
! RIJCOSX wB97M-V def2-TZVPD def2/J DEFGRID3
* xyz 0 1
C 1.85329 0.48619 0.39170
C 2.27110 -0.75612 -0.43043
C 1.04180 -0.73671 0.32787
C -2.34039 -0.43446 -0.19700
H 0.32401 1.11730 -0.80988
H 2.15413 1.92248 -0.68378
H 2.66772 0.64322 1.19821
H 2.97183 -1.31874 0.07062
H 2.17852 -0.88335 -1.61010
H 0.85020 -1.59894 1.12850
H -1.34290 0.55670 1.31378
H -2.52114 -1.35004 -0.97859
H -3.01010 1.24527 0.78093
N 1.20238 1.62552 -0.08203
N -1.11364 -0.52568 0.78706
N -3.10888 0.56697 -0.27581
O -0.01076 -0.41936 -0.49588
*
```

Its SMILES is [H]/N=C\NO[C@H]1C[C@H]1N. The value obtained for the HOMO energy is -0.314 Ha. As for the HOMO-LUMO gap: 8.43 eV. Its energy relative to the best compared isomer or geometry (same formula, charge and spin) is 224.66 kcal/mol. For the energy, the calculation gives -396.9926 Eh.